This record from OMol25 describes C34H31F6MgN9O7S6 as an isolated structure. The level of theory is ωB97M-V/def2-TZVPD.

The largest force on an atom comes out at 0.42 eV Å⁻¹. Its spin multiplicity is 1. For the total energy, the calculation gives -150272.607 eV. The calculation puts the gap between HOMO and LUMO at 7.843 eV. Its energy above the lowest of the compared OMol25 structures with the same formula, charge and spin is 0.005 eV.

Element x y z (Å)
1 Mg -1.65351 -1.05909 -0.51652
2 N -0.96663 0.86654 2.69724
3 C -2.16736 1.00940 2.08346
4 N -2.46691 0.55035 0.89378
5 C -3.74356 0.96467 0.52658
6 C -4.40817 1.69279 1.44803
7 S -3.41644 1.94272 2.83269
8 C -4.23953 0.58230 -0.79594
9 C -5.29791 1.10742 -1.44972
10 S -5.49368 0.31592 -2.97338
11 C -4.10363 -0.66313 -2.62509
12 N -3.55307 -0.41130 -1.46384
13 N -3.66902 -1.61581 -3.46386
14 H -0.30870 0.21140 2.29520
15 H -0.95917 0.88177 3.70614
16 H -5.41334 2.07362 1.39739
17 H -5.95157 1.90548 -1.14430
18 H -4.01808 -1.67738 -4.40170
19 H -2.79941 -2.08117 -3.22243
20 O 0.65504 -4.06746 -2.73839
21 S -0.59304 -3.72746 -2.10902
22 O -0.78869 -4.05899 -0.71817
23 N -0.95902 -2.16977 -2.24880
24 C -0.40790 -1.38995 -3.26897
25 C -0.01961 -1.81864 -4.52054
26 C 0.49629 -0.92553 -5.47937
27 C 0.62996 0.40621 -5.21636
28 C 0.23801 0.89715 -3.95051
29 C 0.35618 2.25941 -3.59095
30 C -0.02846 2.67375 -2.35081
31 C -0.55174 1.72043 -1.45891
32 N -0.67657 0.45129 -1.75609
33 C -0.28260 0.01044 -2.98581
34 C -1.87295 -4.60345 -2.97945
35 C -3.12472 -4.72173 -2.38684
36 C -4.14000 -5.36794 -3.07301
37 C -3.90262 -5.89592 -4.33660
38 C -2.64494 -5.78985 -4.91251
39 C -1.62131 -5.14374 -4.23179
40 H -0.08355 -2.86571 -4.76959
41 H 0.79463 -1.31818 -6.44326
42 H 1.03168 1.09123 -5.95192
43 H 0.76276 2.95835 -4.31242
44 H 0.06501 3.70363 -2.03715
45 H -0.86068 2.01504 -0.46491
46 H -3.28759 -4.32402 -1.39309
47 H -5.11572 -5.46982 -2.61605
48 H -4.69740 -6.40542 -4.86642
49 H -2.45460 -6.22168 -5.88652
50 H -0.62463 -5.08144 -4.64749
51 F 2.22652 -3.78432 2.37643
52 C 1.27728 -3.76534 1.44061
53 F 0.63913 -4.91947 1.46411
54 F 1.84343 -3.56636 0.26468
55 S 0.10854 -2.34907 1.84161
56 O 0.00719 -1.55835 0.61499
57 O 0.72610 -1.67223 2.94325
58 N -1.22885 -2.98888 2.30199
59 S -2.54821 -3.35232 1.55529
60 O -2.85357 -2.47668 0.42079
61 O -2.81258 -4.73905 1.39469
62 C -3.74611 -2.77693 2.83165
63 F -3.56165 -1.48456 3.11350
64 F -4.98179 -2.93099 2.35729
65 F -3.61967 -3.48015 3.94923
66 C 5.11979 3.50715 0.08428
67 C 5.85205 2.68972 1.14032
68 C 5.00788 1.55691 1.71244
69 N 3.87266 2.04898 2.48035
70 C 2.60267 2.04361 2.07012
71 S 2.05535 1.37641 0.64841
72 N 1.65134 2.56973 2.94025
73 C 1.72300 3.29147 4.12235
74 O 0.79502 3.24603 4.90170
75 C 2.90338 4.17459 4.36546
76 C 3.44376 4.23296 5.64495
77 C 4.51722 5.07248 5.90112
78 C 5.03023 5.87163 4.88844
79 C 4.47179 5.83493 3.61690
80 C 3.41334 4.98161 3.35211
81 H 5.75069 4.31302 -0.29239
82 H 4.20958 3.95269 0.48950
83 H 4.82202 2.88050 -0.75695
84 H 6.18129 3.33906 1.95832
85 H 6.75588 2.24882 0.71259
86 H 5.60822 0.93567 2.37940
87 H 4.61469 0.92109 0.92124
88 H 4.07896 2.43404 3.38795
89 H 0.71663 2.23317 2.73340
90 H 3.01472 3.62017 6.42687
91 H 4.94878 5.10900 6.89241
92 H 5.86368 6.53118 5.09197
93 H 4.86238 6.46929 2.83214
94 H 2.97572 4.94202 2.36221